Entry 1:
Below is a molecular structure, C16H21N3O9PPdS2, with properties calculated with ωB97M-V with the def2-TZVPD basis set.

Geometry as XYZ:
```
53
Properties=species:S:1:pos:R:3:mulliken_spin:R:1
Pd 0.3711 -0.2284 -0.8019 1.59
O 2.4929 -0.6760 0.0118 0.08
S 3.1989 0.5394 -0.4937 -0.01
O 4.6361 0.4026 -0.4570 0.01
O 2.6267 0.9514 -1.7553 0.01
C 2.7988 1.7058 0.8285 0.01
C 3.5753 1.4842 1.9675 0.00
C 3.3504 2.1837 3.1367 0.00
C 2.3296 3.1200 3.1882 0.00
C 1.5551 3.3512 2.0679 0.00
C 1.7767 2.6564 0.8764 0.00
S 0.7205 3.1774 -0.4902 0.00
O 1.5781 3.8136 -1.4551 0.00
O -0.2847 4.0279 0.1178 0.00
O 0.0902 1.9326 -1.0197 0.04
H 4.3644 0.7477 1.9065 0.00
H 3.9683 1.9963 4.0065 0.00
H 2.1397 3.6744 4.0995 0.00
H 0.7561 4.0773 2.0780 0.00
C -2.5343 -2.1766 0.7201 -0.01
P -1.4809 -1.2747 1.8611 0.01
C -2.4820 -0.0906 2.7615 0.00
C -0.9416 -2.4935 3.0815 0.01
O -0.2766 -0.6511 1.2243 0.06
H -3.2289 -2.8179 1.2645 0.00
H -1.8841 -2.7759 0.0811 0.00
H -3.0700 -1.4573 0.1049 0.00
H -3.3442 -0.5788 3.2179 0.00
H -2.8053 0.6709 2.0548 0.00
H -1.8614 0.3629 3.5347 0.00
H -1.7867 -2.9365 3.6091 0.00
H -0.2804 -2.0015 3.7945 0.00
H -0.3803 -3.2751 2.5696 0.00
O -0.9049 -0.5686 -3.9447 0.01
C -1.5133 0.1680 -3.1621 0.00
C -2.2396 1.4318 -3.5852 0.00
C -2.9139 1.8967 -2.3022 0.01
C -2.4688 0.8701 -1.2728 0.01
O -2.8454 0.8519 -0.1132 0.01
N -1.6077 -0.0470 -1.8290 0.08
H -2.9197 1.2249 -4.4112 0.00
H -1.4776 2.1286 -3.9377 0.00
H -4.0030 1.9101 -2.3529 0.00
H -2.5700 2.8716 -1.9579 0.00
N 0.3536 -2.5819 -2.6515 0.00
C 1.0376 -3.6644 -3.0293 0.01
C 1.6797 -4.1634 -1.9146 0.00
C 1.3395 -3.2773 -0.8900 0.01
N 0.5101 -2.3409 -1.3388 0.07
H -0.1694 -1.8856 -3.2222 0.00
H 1.0300 -4.0004 -4.0520 0.00
H 2.3260 -5.0208 -1.8592 0.00
H 1.6693 -3.2454 0.1346 0.00
```

## Properties
E_HOMO (alpha / beta)	-5.80 / -6.12	eV
2S+1	3
expectation value of S²	2.004
charge	-1
LUMO level (alpha / beta)	0.0901 / 0.0721	Eh
frontier orbital gap (alpha / beta)	8.246 / 8.085	eV

=====

Entry 2:
Below is a molecular structure, C16H21N4NiO10S, with properties calculated with ωB97M-V with the def2-TZVPD basis set.

Geometry as XYZ:
```
53
Properties=species:S:1:pos:R:3:nbo_charge:R:1
Ni -0.4704 -1.2749 0.9364 1.19
C -2.8756 1.5663 -0.3135 -0.63
C -2.6141 0.5610 0.7883 0.14
C -3.3247 0.9342 2.0777 -0.62
O -1.1880 0.5001 1.0764 -0.78
C -3.0776 -0.8382 0.3628 0.75
O -4.2381 -0.9676 0.0125 -0.67
O -2.1841 -1.7666 0.4115 -0.74
H -2.5226 2.5573 -0.0199 0.21
H -3.9460 1.5954 -0.5085 0.24
H -2.3646 1.2786 -1.2346 0.22
H -3.0948 1.9667 2.3548 0.19
H -3.0129 0.2704 2.8862 0.22
H -4.3995 0.8320 1.9349 0.24
H -0.6831 1.1548 0.5288 0.53
O 3.4064 -0.4313 1.0492 -0.71
C 2.3606 -1.0684 0.8865 0.80
O 1.2051 -0.5300 1.0472 -0.77
C 2.4427 -2.5029 0.4469 -0.29
C 3.6714 -2.9470 0.0203 -0.09
C 3.8344 -4.2552 -0.4133 -0.08
C 2.7796 -5.1426 -0.3983 -0.12
C 1.5514 -4.7229 0.0617 -0.11
C 1.3048 -3.3739 0.4847 0.51
O 0.1497 -3.0031 0.8805 -0.69
N 0.5020 -5.7511 0.0942 0.53
O 0.6795 -6.7539 -0.5883 -0.43
O -0.4630 -5.5873 0.8045 -0.34
N 5.1382 -4.7101 -0.8751 0.54
O 6.0681 -3.9232 -0.8367 -0.40
O 5.2410 -5.8572 -1.2780 -0.41
H 4.5032 -2.2587 0.0304 0.27
H 2.9069 -6.1598 -0.7295 0.27
C -0.0151 3.8126 4.8504 -0.61
C -0.0699 2.7945 3.7235 -0.22
N 0.3790 3.3551 2.4460 -0.64
C 1.1711 2.6971 1.5384 0.36
S 0.7596 2.7646 -0.1083 -0.36
N 2.2699 2.0687 1.9422 -0.59
C 2.9285 2.1233 3.2388 -0.22
C 2.9197 0.7923 3.9839 -0.62
H -0.3494 3.3639 5.7885 0.21
H -0.6631 4.6647 4.6351 0.20
H 0.9982 4.1927 4.9881 0.21
H -1.0908 2.4254 3.6021 0.20
H 0.5287 1.9228 3.9564 0.21
H -0.3328 3.8727 1.9545 0.40
H 2.6486 1.3795 1.2897 0.46
H 2.4873 2.9254 3.8242 0.19
H 3.9668 2.4108 3.0576 0.20
H 1.9096 0.4015 4.1148 0.21
H 3.3789 0.9115 4.9684 0.20
H 3.4818 0.0473 3.4214 0.25
```

## Properties
E_HOMO (alpha / beta)	-6.13 / -6.14	eV
charge	-1
LUMO level (alpha / beta)	0.0806 / 0.0806	Eh
frontier orbital gap (alpha / beta)	8.327 / 8.328	eV

=====

Entry 3:
Below is C16H21NO2 in the gas phase, with properties calculated with ωB97M-V with the def2-TZVPD basis set.

Geometry as XYZ:
```
40
Properties=species:S:1:pos:R:3:nbo_charge:R:1
C 2.3503 4.9064 -0.8382 -0.24
O 1.3070 4.1233 -1.3711 -0.50
C 0.8822 2.9826 -0.7536 0.25
C -0.2955 2.4632 -1.2772 -0.19
C -0.8642 1.2998 -0.7805 -0.17
C -0.2512 0.6344 0.2811 0.10
C 0.9207 1.1425 0.8094 -0.31
C 1.5106 2.2996 0.3075 0.25
O 2.6879 2.8051 0.7984 -0.51
C 3.3167 2.1487 1.8697 -0.25
C -0.9335 -0.5820 0.8331 -0.47
C -1.6659 -1.3573 -0.2758 0.09
C -2.6453 -2.3856 0.3104 -0.39
C -1.9440 -3.5665 0.9724 -0.40
C -1.0125 -4.2578 -0.0171 -0.40
C 0.0148 -3.2670 -0.5536 -0.40
C -0.6738 -2.0761 -1.2116 -0.41
N -2.4574 -0.4817 -1.1221 -0.40
C -2.0680 0.7006 -1.3388 0.11
H 3.3127 4.3934 -0.8904 0.18
H 2.1509 5.1959 0.1961 0.18
H 2.3806 5.7987 -1.4638 0.19
H -0.7545 2.9921 -2.0981 0.22
H 1.3858 0.6159 1.6282 0.22
H 2.6800 2.1239 2.7601 0.18
H 4.2092 2.7353 2.0837 0.20
H 3.6122 1.1289 1.6024 0.18
H -0.2156 -1.2231 1.3432 0.22
H -1.6735 -0.2559 1.5742 0.22
H -3.2672 -2.7442 -0.5115 0.21
H -3.3017 -1.8860 1.0260 0.21
H -2.6943 -4.2739 1.3322 0.21
H -1.3717 -3.2256 1.8377 0.19
H -1.6000 -4.6534 -0.8484 0.19
H -0.5060 -5.0961 0.4664 0.20
H 0.6567 -3.7567 -1.2893 0.21
H 0.6552 -2.9276 0.2633 0.19
H -1.2360 -2.4206 -2.0825 0.21
H 0.0688 -1.3533 -1.5587 0.21
H -2.6702 1.3003 -2.0130 0.18
```

## Properties
SMILES string	COc1cc2c(cc1OC)CC1(CCCCC1)N=C2
E_HOMO	-7.95	eV
charge	0
LUMO level	0.0252	Eh
frontier orbital gap	8.631	eV

=====

Entry 4:
Below is a molecular structure, C16H22AsAuClO2SSe, with properties calculated with ωB97M-V with the def2-TZVPD basis set.

Geometry as XYZ:
```
45
Properties=species:S:1:pos:R:3:mulliken_spin:R:1
Au -0.1920 -0.8510 0.0520 0.35
Cl 6.8940 -2.7965 -0.6570 0.00
C 5.3456 -2.0366 -0.3269 0.00
C 5.2366 -0.6378 -0.3886 0.01
C 4.0359 -0.0318 -0.1461 0.00
C 2.8684 -0.7806 0.2073 0.02
O 1.7842 -0.1312 0.4357 -0.01
C 3.0229 -2.1963 0.3001 -0.01
C 1.9482 -3.0835 0.7083 0.03
O 0.8643 -2.7470 1.1567 0.02
C 4.2598 -2.7945 -0.0033 0.00
H 6.1098 -0.0466 -0.6346 0.00
H 3.9215 1.0440 -0.2113 0.00
H 2.1572 -4.1673 0.5881 0.00
H 4.3449 -3.8747 0.0491 0.00
C -4.0930 -4.4631 -0.5073 0.00
C -4.3518 -2.9968 -0.1291 -0.01
C -5.0267 -2.9380 1.2463 0.00
C -5.2570 -2.3477 -1.1821 0.00
C -3.0596 -2.2843 -0.0773 -0.45
C -1.9872 -1.7166 -0.0465 0.56
H -5.0308 -5.0276 -0.5299 0.00
H -3.4205 -4.9238 0.2172 0.00
H -3.6208 -4.5227 -1.4887 0.00
H -5.9579 -3.5137 1.2395 0.00
H -5.2560 -1.9061 1.5161 0.00
H -4.3660 -3.3501 2.0097 0.00
H -6.2049 -2.8899 -1.2625 0.00
H -4.7666 -2.3494 -2.1560 0.00
H -5.4678 -1.3114 -0.9141 0.00
C -0.1775 2.0285 2.4904 -0.01
As 1.5465 2.6719 1.9300 0.01
C 1.7556 4.1816 3.1351 0.00
C 2.8418 1.4512 2.6822 0.00
S 1.7210 3.4289 -0.0014 0.05
H -0.2065 2.0363 3.5807 0.00
H -0.3648 1.0265 2.1094 0.01
H -0.9214 2.7024 2.0718 0.00
H 1.7801 3.8573 4.1778 0.00
H 0.9232 4.8652 2.9805 0.00
H 2.6841 4.6887 2.8821 0.00
H 2.9443 1.6939 3.7388 0.00
H 3.7923 1.5769 2.1692 0.00
H 2.4969 0.4280 2.5525 0.00
Se -0.7599 1.3275 -1.1069 1.45
```

## Properties
E_HOMO (alpha / beta)	-3.69 / -4.32	eV
2S+1	3
expectation value of S²	2.011
charge	-1
LUMO level (alpha / beta)	0.1005 / 0.0795	Eh
frontier orbital gap (alpha / beta)	6.419 / 6.487	eV

=====

Number 1: calculated total energy -2729.51702 hartree. Number 2: calculated total energy -3500.25591 hartree. Number 3: calculated total energy -827.49883 hartree. Number 4: calculated total energy -6404.60321 hartree.